Computed, not measured: a structure of composition C27H24CdCl2N5O7Si, with ωB97M-V/def2-TZVPD.

```
! wB97M-V def2-TZVPD RIJCOSX def2/J DEFGRID3
* xyz -1 1
Cd -0.11368 -0.17466 -0.00171
Cl -1.54568 -3.09391 -1.46832
Cl -3.90405 -4.86175 -1.49426
Si -3.34334 0.78020 -1.56253
O -0.89400 0.53938 1.96073
O 0.44909 2.07688 -0.02588
O -0.08916 4.85608 3.80076
O 6.20674 -3.81229 3.43398
O 1.28588 4.64021 1.18557
O 6.76803 -1.87181 2.73415
O -1.42634 2.26798 4.30426
N 0.55051 -2.14892 1.37792
N 5.94231 -2.72924 2.95902
N 2.27049 -0.17639 0.74192
N -1.72694 0.21630 -1.58524
N 0.34669 -0.37427 -2.30602
C -0.80950 2.58056 3.30024
C 2.78127 -1.22274 1.40933
C -0.12188 3.90897 3.04843
C -0.17989 0.31952 -4.91015
C -0.89279 0.13085 -2.61181
C 1.28361 -0.53696 -3.24144
C 0.04864 -4.21841 2.47632
C 1.06978 -0.20484 -4.56583
C -3.25406 -3.25983 -1.08418
C 2.29106 -3.39567 2.45731
C 2.59513 -1.11694 -2.78458
C -0.30731 -3.06993 1.75230
C 1.36161 -4.38629 2.81694
C -3.46677 2.61737 -1.86951
C -0.55186 1.76708 2.11168
C -4.38503 -0.10794 -2.87885
C 3.02827 0.86136 0.46295
C -1.15544 0.48932 -3.96487
C 4.53067 -2.49342 2.51093
C 1.84251 -2.28655 1.74030
C 3.67316 -3.48419 2.81695
C 4.37846 0.89602 0.83828
C -4.02229 0.39422 0.14472
C 0.14507 2.51796 1.13339
C 4.93167 -0.16903 1.49410
C 0.54342 3.81346 1.68986
C 4.12884 -1.28989 1.80876
H -3.14974 2.88281 -2.88082
H -1.33998 -2.89693 1.47515
H -0.37986 0.60049 -5.93840
H -2.11822 0.90451 -4.23093
H -5.31565 -0.49448 -2.45445
H 4.03197 -4.35192 3.34977
H 3.42391 -0.44827 -3.02425
H 2.52987 1.68074 -0.04681
H -4.97710 -0.13632 0.09729
H -2.82560 3.15588 -1.16838
H 4.96962 1.77250 0.61282
H 2.78807 -2.07177 -3.27783
H -3.83426 -0.94582 -3.31581
H -3.39191 -3.10699 -0.01980
H -3.30930 -0.20586 0.71506
H 5.96589 -0.14815 1.78463
H -0.70853 -4.94107 2.74411
H -4.17882 1.30341 0.72873
H 1.85070 -0.34468 -5.30060
H 1.69303 -5.25818 3.36751
H 2.58036 -1.27973 -1.70852
H -4.65715 0.55635 -3.70252
H -4.49538 2.96388 -1.73347
H -3.79827 -2.51473 -1.65289
*
```

Output
E   -87660.765 eV
LUMO level   0.411 eV
Energy above the lowest of the compared OMol25 structures with the same formula, charge and spin   112.4 kJ/mol
HOMO level   -3.8 eV
Gap between HOMO and LUMO   4.25 eV
Molar mass   741.92 g mol⁻¹